[1]
Formula: C6H13N3
Source: the OMol25 dataset
Level of theory: ωB97M-V/def2-TZVPD

The geometry in ORCA input format:
```
! wB97M-V def2-TZVPD RIJCOSX def2/J DEFGRID3
* xyz 0 1
C -1.588 -0.586 1.585
C -0.370 -0.547 1.062
C 0.548 -1.737 1.070
C 0.156 0.677 0.360
C 1.401 1.255 1.020
N -0.847 1.666 0.154
H -2.235 0.274 1.574
H -1.983 -1.492 2.019
H 0.993 -1.895 0.088
H 1.363 -1.585 1.778
H 0.009 -2.636 1.360
H 0.457 0.264 -0.747
H 1.150 1.580 2.031
H 2.192 0.515 1.084
H 1.762 2.123 0.470
H -0.444 2.523 -0.210
H -1.495 1.321 -0.563
N -1.143 0.410 -2.514
C -0.067 -0.186 -2.472
N 0.892 -0.909 -2.722
H -1.542 0.808 -3.346
H 0.793 -1.844 -3.082
*
```

Output
ΔE to the lowest compared entry with this formula, charge and spin   2.2013 eV
SMILES   C=C(C)[C@H](C)N.N=C=N
Orbital gap   9.192 eV



[2]
Formula: C6H13N3
Source: the OMol25 dataset
Level of theory: ωB97M-V/def2-TZVPD

The geometry in ORCA input format:
```
! wB97M-V def2-TZVPD RIJCOSX def2/J DEFGRID3
* xyz 0 1
C 0.315 -0.770 2.004
C 0.561 0.626 -1.696
C 1.983 -0.961 -0.357
N -1.205 0.758 1.023
C -0.051 0.014 0.756
C 0.806 -0.024 -0.368
N -1.375 1.977 0.435
C -1.536 -0.717 -0.104
N -2.369 -0.461 -1.003
H -0.792 2.396 -0.287
H -2.084 2.517 0.916
H -2.441 0.530 -1.250
H -1.438 -1.738 0.260
H -0.519 -0.789 2.697
H 0.567 -1.803 1.778
H 1.149 -0.283 2.502
H -0.126 0.020 -2.310
H 0.143 1.631 -1.645
H 1.484 0.712 -2.281
H 2.604 -0.834 -1.243
H 1.684 -2.013 -0.326
H 2.640 -0.788 0.498
*
```

Output
ΔE to the lowest compared entry with this formula, charge and spin   5.1018 eV
Orbital gap   7.931 eV



[3]
Formula: C6H13N3O
Source: the OMol25 dataset
Level of theory: ωB97M-V/def2-TZVPD

The geometry in ORCA input format:
```
! wB97M-V def2-TZVPD RIJCOSX def2/J DEFGRID3
* xyz 2 1
C -2.374 -0.822 0.619
C -4.432 0.360 0.381
C 1.375 -0.619 1.858
C 1.108 0.389 -2.348
C 0.606 0.484 1.113
C -0.148 0.494 -1.526
N -1.338 -0.529 0.133
N -3.632 -0.831 0.803
N -0.060 -0.171 -0.114
O -3.986 1.273 -0.223
H -5.549 0.179 0.664
H 1.652 -0.340 2.853
H 0.746 -1.453 2.240
H 2.133 -1.018 1.108
H 0.862 1.062 -3.208
H 1.889 0.840 -1.743
H 1.403 -0.584 -2.772
H 1.159 1.452 0.929
H -0.175 0.830 1.762
H -0.872 -0.010 -2.060
H -0.462 1.481 -1.345
H -4.292 -1.526 1.107
H 0.594 -1.289 -0.243
*
```

Output
ΔE to the lowest compared entry with this formula, charge and spin   5.9752 eV
Orbital gap   10.245 eV



[4]
Formula: C6H13N6
Source: the OMol25 dataset
Level of theory: ωB97M-V/def2-TZVPD

The geometry in ORCA input format:
```
! wB97M-V def2-TZVPD RIJCOSX def2/J DEFGRID3
* xyz 1 1
C 0.543 0.712 1.491
C -1.811 -0.521 -1.526
C 0.021 -0.999 -0.181
C 1.102 0.096 0.230
C 1.131 1.252 -0.749
C 2.569 -0.379 0.544
N -0.550 -0.974 -1.487
N 1.101 1.320 2.429
N -0.686 0.029 1.783
N -2.588 -0.626 -0.462
N -2.324 -0.259 -2.753
N -1.018 -0.887 0.918
H 0.365 -2.061 0.084
H 1.393 0.792 -1.666
H 1.850 1.956 -0.311
H 0.143 1.638 -0.838
H 3.020 -0.325 -0.397
H 2.663 -1.366 0.935
H 3.039 0.472 1.149
H 0.538 1.538 3.287
H -1.198 -0.053 2.721
H -3.277 0.043 -0.210
H -1.539 -0.263 -3.405
H -2.977 0.569 -2.824
H -1.512 -1.706 1.237
*
```

Output
ΔE to the lowest compared entry with this formula, charge and spin   2.7134 eV
Orbital gap (alpha / beta)   7.107 / 7.196 eV



[5]
Formula: C6H13NO
Source: the OMol25 dataset
Level of theory: ωB97M-V/def2-TZVPD

The geometry in ORCA input format:
```
! wB97M-V def2-TZVPD RIJCOSX def2/J DEFGRID3
* xyz -1 2
C 1.951 1.119 1.636
C 1.608 0.126 0.493
C 0.441 0.666 -0.329
C -0.884 0.498 0.479
C -1.093 -0.990 0.497
N -1.733 -1.513 -0.620
C -1.691 -0.922 -1.978
O -0.725 -1.705 1.463
H 2.828 0.762 2.192
H 2.214 2.169 1.223
H 1.111 1.369 2.290
H 2.501 0.262 -0.215
H 1.498 -0.880 0.838
H 0.712 1.710 -0.714
H 0.398 0.189 -1.330
H -1.642 1.252 0.049
H -0.804 0.723 1.515
H -1.941 -2.503 -0.622
H -0.889 -1.495 -2.444
H -2.594 -1.041 -2.556
H -1.264 0.202 -1.867
*
```

Output
ΔE to the lowest compared entry with this formula, charge and spin   1.1299 eV
Orbital gap (alpha / beta)   2.732 / 9.618 eV



[6]
Formula: C6H13NO
Source: the OMol25 dataset
Level of theory: ωB97M-V/def2-TZVPD

The geometry in ORCA input format:
```
! wB97M-V def2-TZVPD RIJCOSX def2/J DEFGRID3
* xyz 0 1
H 2.437 -1.071 -1.040
N 1.620 -1.466 -0.585
C 0.597 -0.692 -0.622
C 0.577 0.758 -1.119
C 0.135 1.532 0.104
C 0.666 0.567 1.418
C -1.357 1.738 0.217
O -0.678 -1.191 -0.599
C -0.794 -2.558 -0.246
H -0.132 0.855 -1.941
H 1.589 1.037 -1.420
H 0.692 2.465 0.212
H 1.747 0.683 1.457
H 0.254 1.116 2.264
H 0.334 -0.438 1.669
H -1.614 2.183 1.176
H -1.703 2.400 -0.580
H -1.880 0.789 0.115
H -0.355 -3.183 -1.027
H -0.273 -2.766 0.691
H -1.862 -2.758 -0.144
*
```

Output
ΔE to the lowest compared entry with this formula, charge and spin   2.1332 eV
SMILES   [H]/N=C(\CC(C)C)OC
Orbital gap   10.625 eV



[7]
Formula: C6H13NO
Source: the OMol25 dataset
Level of theory: ωB97M-V/def2-TZVPD

The geometry in ORCA input format:
```
! wB97M-V def2-TZVPD RIJCOSX def2/J DEFGRID3
* xyz 0 1
C 0.019 -1.986 1.893
C -0.784 -0.897 1.248
C -0.258 0.131 0.568
N 1.111 0.378 0.638
C -1.056 0.878 -0.400
C -0.602 1.739 -1.303
C -1.484 2.332 -2.343
H 0.406 -2.639 1.125
H -0.650 -2.663 2.430
H 0.832 -1.691 2.556
H -1.851 -0.985 1.381
H 1.447 1.278 0.344
H 1.622 0.037 1.435
H -2.114 0.645 -0.331
H 0.432 2.029 -1.458
H -1.387 1.761 -3.271
H -1.250 3.387 -2.488
H -2.554 2.280 -2.125
O 2.719 -2.206 0.363
H 2.221 -1.389 0.191
H 3.180 -2.417 -0.453
*
```

Output
ΔE to the lowest compared entry with this formula, charge and spin   1.6992 eV
SMILES   C/C=C(N)/C=C/C.O
Orbital gap   8.627 eV



[8]
Formula: C6H13NO
Source: the OMol25 dataset
Level of theory: ωB97M-V/def2-TZVPD

The geometry in ORCA input format:
```
! wB97M-V def2-TZVPD RIJCOSX def2/J DEFGRID3
* xyz 0 1
C -0.504 2.322 -0.553
C 0.188 1.493 -1.363
N -0.323 0.318 -1.949
C 0.475 -0.946 -1.784
C 0.159 -1.619 -0.482
C -0.584 -1.182 0.538
C -0.699 -2.069 1.752
H -1.493 2.127 -0.123
H -0.077 3.254 -0.243
H 1.224 1.717 -1.555
H -1.280 0.198 -1.650
H 0.290 -1.443 -2.741
H 1.523 -0.584 -1.671
H 0.834 -2.506 -0.394
H -0.781 -0.111 0.694
H -1.373 -1.647 2.485
H -0.909 -3.099 1.466
H 0.297 -2.009 2.230
O 1.314 2.158 1.691
H 0.447 2.110 1.245
H 1.274 1.517 2.410
*
```

Output
ΔE to the lowest compared entry with this formula, charge and spin   2.8949 eV
SMILES   C=CNC/C=C/C.O
Orbital gap   9.291 eV



[9]
Formula: C6H13NO
Source: the OMol25 dataset
Level of theory: ωB97M-V/def2-TZVPD

The geometry in ORCA input format:
```
! wB97M-V def2-TZVPD RIJCOSX def2/J DEFGRID3
* xyz 0 1
C -1.740 0.677 -0.461
C -0.234 0.571 -0.272
C 0.203 1.438 1.157
N 0.524 1.038 -1.372
C 0.257 -0.740 0.243
C 1.746 -0.924 0.430
C -0.543 -2.056 -0.245
O -0.586 -1.473 1.060
H -2.044 0.177 -1.380
H -2.254 0.218 0.379
H -2.030 1.726 -0.524
H 1.246 1.725 1.067
H 0.005 0.950 2.106
H -0.409 2.337 1.139
H 0.770 0.348 -2.069
H 0.239 1.949 -1.704
H 1.991 -0.812 1.484
H 2.057 -1.918 0.113
H 2.329 -0.197 -0.130
H -1.498 -2.023 -0.758
H -0.029 -3.013 -0.265
*
```

Output
ΔE to the lowest compared entry with this formula, charge and spin   2.6423 eV
SMILES   CC(C)(N)[C@]1(C)CO1
Orbital gap   9.833 eV



[10]
Formula: C6H13NO
Source: the OMol25 dataset
Level of theory: ωB97M-V/def2-TZVPD

The geometry in ORCA input format:
```
! wB97M-V def2-TZVPD RIJCOSX def2/J DEFGRID3
* xyz 0 1
C 0.452 -2.574 0.834
C 0.133 -1.056 1.126
N 0.023 -0.367 -0.202
C 1.398 -0.017 -0.628
C -0.912 0.831 -0.236
C -0.941 1.570 -1.615
C -0.881 1.885 0.758
O -0.963 1.848 2.005
H 0.834 -3.198 1.634
H 1.198 -2.647 0.125
H -0.395 -3.177 0.534
H 0.960 -0.619 1.735
H -0.640 -0.874 1.809
H 1.513 1.072 -0.796
H 1.600 -0.562 -1.639
H 2.204 -0.444 0.042
H -1.891 0.352 0.015
H -1.978 2.065 -1.470
H -0.154 2.248 -1.815
H -0.991 0.822 -2.469
H -0.571 2.842 0.253
*
```

Output
ΔE to the lowest compared entry with this formula, charge and spin   3.2014 eV
SMILES   CCN(C)[C@H](C)C=O
Orbital gap   9.272 eV



[11]
Formula: C6H13NO
Source: the OMol25 dataset
Level of theory: ωB97M-V/def2-TZVPD

The geometry in ORCA input format:
```
! wB97M-V def2-TZVPD RIJCOSX def2/J DEFGRID3
* xyz 0 1
C -0.290 0.369 -2.577
C -1.203 -0.127 -1.440
N -0.532 0.054 -0.127
C -1.459 0.528 0.944
C -0.803 1.706 1.686
C 0.310 -1.009 0.394
C 1.698 -0.586 0.718
O 2.683 -1.231 0.451
H 0.667 0.002 -2.197
H -0.529 -0.094 -3.528
H -0.178 1.467 -2.818
H -1.267 -1.187 -1.781
H -2.203 0.284 -1.275
H -1.866 -0.236 1.599
H -2.435 0.881 0.544
H 0.093 1.475 2.294
H -0.338 2.492 1.106
H -1.572 2.226 2.239
H 0.478 -1.906 -0.266
H -0.090 -1.438 1.345
H 1.845 0.353 1.289
*
```

Output
ΔE to the lowest compared entry with this formula, charge and spin   2.5508 eV
SMILES   CCN(CC)CC=O
Orbital gap   9.846 eV



[12]
Formula: C6H13NO
Source: the OMol25 dataset
Level of theory: ωB97M-V/def2-TZVPD

The geometry in ORCA input format:
```
! wB97M-V def2-TZVPD RIJCOSX def2/J DEFGRID3
* xyz 0 1
C -2.611 -0.395 1.993
N -1.516 -0.531 1.334
C -1.307 -0.530 -0.064
C -1.688 -1.311 -0.994
C -0.483 0.665 -0.269
C -0.841 1.521 -1.515
C 0.083 1.081 -2.631
H -2.657 -0.511 3.113
H -3.567 -0.464 1.453
H -2.428 -2.116 -0.822
H -1.341 -1.227 -1.977
H 0.665 0.491 -0.235
H -0.559 1.311 0.633
H -1.016 2.568 -1.313
H -1.949 1.425 -1.763
H 0.430 0.082 -2.597
H -0.321 1.256 -3.700
H 1.121 1.600 -2.512
O 6.411 -0.705 2.012
H 6.245 -1.223 2.916
H 5.784 -0.021 2.261
*
```

Output
ΔE to the lowest compared entry with this formula, charge and spin   3.8500 eV
SMILES   C=NC(=C)CCC.O
Orbital gap   9.825 eV



> What is the ΔE to the lowest compared entry with this formula, charge and spin in the fourth record?

2.7134 eV



> Among the records above, which one has the highest ΔE to the lowest compared entry with this formula, charge and spin?

C6H13N3O



> Among the records above, which one has the highest ΔE to the lowest compared entry with this formula, charge and spin?

C6H13N3O



> Which of these has the highest ΔE to the lowest compared entry with this formula, charge and spin?

C6H13N3O